The following is a quantum chemistry calculation of CHNO4 in the gas phase, from the OMol25 dataset.

Element x y z (Å)
O -2.008 -0.794 -0.768
C -0.877 -0.603 -0.449
O -0.550 0.373 0.373
N 0.862 0.648 0.529
O 1.078 1.639 1.075
O 1.514 -0.193 0.050
H -0.018 -1.070 -0.809

The energy above the lowest of the compared OMol25 structures with the same formula, charge and spin comes out at 249.47 kJ/mol. As for the SMILES: O=CO[N+](=O)[O-]. For the maximum force, the calculation gives 3.448 eV/Å. For the total energy, the calculation gives -10728.5749 eV. For the molecular weight, the calculation gives 91.022 g/mol. The orbital gap is 10.93 eV. Its spin multiplicity is 1. For the HOMO energy, the calculation gives -11.37 eV.

***

The following is a quantum chemistry calculation of a gas-phase ion, C4H11N6 (charge +1), from the OMol25 dataset.

Element x y z (Å)
C -0.017 -1.440 0.627
C -1.429 0.353 -0.077
C 1.003 -1.234 -0.440
C 1.176 0.307 -0.770
N -2.127 1.334 0.038
N -0.066 0.590 -1.511
N -1.159 -0.700 0.757
N 0.157 -2.291 1.612
N 1.517 1.129 0.451
N -0.297 1.914 -1.944
H 1.925 -1.710 -0.111
H 0.603 -1.699 -1.366
H 1.993 0.476 -1.587
H -3.020 1.300 0.544
H -1.649 -0.756 1.625
H 0.935 -2.765 2.016
H -0.668 -2.439 2.156
H 1.868 2.023 0.315
H 0.736 1.213 1.168
H -0.333 2.478 -1.089
H -1.147 1.916 -2.414

The energy above the lowest of the compared OMol25 structures with the same formula, charge and spin comes out at 287.60 kJ/mol. As for the net charge: +1. For the maximum force, the calculation gives 4.873 eV/Å. For the total energy, the calculation gives -13257.4979 eV. For the molecular weight, the calculation gives 143.174 g/mol. The orbital gap is 8.18 eV. Its spin multiplicity is 1. For the HOMO energy, the calculation gives -12.43 eV.

***

The following is a quantum chemistry calculation of a molecular structure, C20H38AuF4N2OSi3, from the OMol25 dataset.

Element x y z (Å)
Au -0.252 -0.044 0.147
C -2.359 -2.678 -0.485
N -1.200 -2.421 0.371
C -0.155 -3.416 0.149
C -1.576 -2.339 1.774
C -0.478 -1.746 2.694
N 0.519 -0.974 1.970
C 1.630 -0.533 2.573
C 2.713 -0.087 1.757
F 2.624 -0.211 0.440
C 3.862 0.429 2.294
F 4.836 0.821 1.481
C 4.024 0.532 3.668
C 3.001 0.093 4.492
F 3.124 0.194 5.810
C 1.842 -0.439 3.979
F 0.886 -0.794 4.827
H -2.841 -3.638 -0.252
H -2.038 -2.700 -1.526
H -3.093 -1.882 -0.360
H -0.476 -4.417 0.472
H 0.748 -3.150 0.699
H 0.092 -3.456 -0.911
H -1.854 -3.328 2.166
H -2.461 -1.710 1.836
H 0.026 -2.537 3.253
H -0.972 -1.116 3.437
H 4.932 0.944 4.088
C 0.099 0.086 -3.261
O -0.414 0.640 -2.040
Si -1.604 1.836 -1.888
C -3.192 1.129 -2.545
C -1.219 3.335 -2.913
C -1.413 2.023 -0.040
Si -2.980 2.111 0.991
C -2.627 2.163 2.828
C -3.859 3.679 0.464
C -4.168 0.686 0.726
Si 0.069 3.068 0.483
C 1.598 2.672 -0.525
C 0.518 2.892 2.294
C -0.379 4.869 0.212
H 0.453 0.883 -3.918
H -0.671 -0.491 -3.776
H 0.936 -0.565 -3.022
H -3.166 1.148 -3.638
H -4.061 1.713 -2.230
H -3.343 0.094 -2.230
H -1.201 3.058 -3.971
H -0.270 3.811 -2.664
H -2.012 4.079 -2.789
H -2.326 3.161 3.160
H -1.836 1.463 3.119
H -3.533 1.892 3.379
H -3.269 4.571 0.689
H -4.807 3.755 1.006
H -4.084 3.685 -0.607
H -3.879 -0.195 1.304
H -4.288 0.393 -0.318
H -5.150 1.000 1.095
H 2.003 1.679 -0.301
H 2.376 3.408 -0.295
H 1.415 2.708 -1.600
H 0.503 1.861 2.652
H -0.158 3.474 2.923
H 1.530 3.286 2.442
H -0.752 5.069 -0.795
H 0.523 5.472 0.367
H -1.131 5.203 0.932

The energy above the lowest of the compared OMol25 structures with the same formula, charge and spin comes out at 0.00 kJ/mol. As for the net charge: +1. For the maximum force, the calculation gives 0.501 eV/Å. For the total energy, the calculation gives -64574.1609 eV. For the molecular weight, the calculation gives 679.754 g/mol. The orbital gap (spin up / spin down) is 8.87 / 5.61 eV. Its spin multiplicity is 3. For the HOMO energy (spin up / spin down), the calculation gives -11.02 / -11.42 eV.

***

The following is a quantum chemistry calculation of a molecular structure, C32H40B2I2N15O3S2Zr, from the OMol25 dataset.

Element x y z (Å)
Zr -0.246 -0.064 0.104
C -1.939 -3.026 -2.824
C -0.932 -2.246 -2.262
N -1.407 -1.546 -1.234
N -2.717 -1.870 -1.109
C -3.050 -2.758 -2.055
B -3.494 -1.521 0.164
N -2.710 -2.070 1.365
C -3.071 -2.912 2.340
C -2.065 -2.939 3.285
C -1.112 -2.053 2.787
N -1.510 -1.534 1.633
N -3.571 0.007 0.346
C -4.651 0.763 0.593
C -4.241 2.063 0.804
C -2.853 2.005 0.681
N -2.457 0.765 0.406
H -1.860 -3.690 -3.662
H 0.097 -2.134 -2.552
H -4.052 -3.148 -2.091
H -4.598 -1.981 0.120
H -4.018 -3.416 2.297
H -2.039 -3.519 4.187
H -0.173 -1.740 3.209
H -5.626 0.312 0.597
H -4.849 2.921 1.013
H -2.132 2.803 0.746
C -4.085 0.883 -3.075
N -2.992 0.323 -3.841
C -3.124 -0.363 -5.019
C -1.871 -0.588 -5.474
N -0.977 -0.045 -4.586
B 0.564 -0.224 -4.861
N 1.418 0.915 -4.238
C 1.840 2.014 -4.945
C 2.745 2.684 -4.195
N 2.869 1.981 -3.017
C 3.798 2.286 -1.953
C 2.043 0.914 -3.057
S 1.895 -0.248 -1.797
C -1.674 0.493 -3.576
S -1.127 1.448 -2.247
H -4.987 0.322 -3.313
H -4.226 1.935 -3.323
H -3.862 0.796 -2.016
H -4.083 -0.611 -5.428
H -1.533 -1.084 -6.361
H 0.939 -1.278 -4.435
H 0.694 -0.147 -6.056
H 1.472 2.209 -5.932
H 3.329 3.561 -4.397
H 4.353 3.177 -2.236
H 4.488 1.454 -1.811
H 3.268 2.471 -1.017
I -1.084 1.094 5.159
C -0.166 2.323 3.760
C 0.141 3.653 4.120
C 0.610 4.548 3.196
I 1.060 6.478 3.813
C 0.747 4.151 1.833
C 1.163 4.996 0.777
C 1.218 4.504 -0.493
C 0.851 3.163 -0.736
N 0.466 2.343 0.216
C 0.429 2.827 1.495
C -0.001 1.876 2.471
O -0.223 0.665 2.073
H -0.012 3.964 5.144
H 1.420 6.025 0.986
H 1.519 5.122 -1.325
H 0.858 2.763 -1.740
N 2.373 0.172 1.216
C 2.484 -1.046 2.000
C 3.948 -1.425 2.298
C 4.216 -2.685 3.128
C 3.253 -2.863 4.287
N 3.240 -1.661 5.128
C 2.219 -1.280 5.881
N 2.291 -0.147 6.585
N 1.121 -2.029 5.963
C 1.681 -2.161 1.307
O 1.753 -3.314 1.673
O 0.923 -1.745 0.339
H 2.872 0.084 0.329
H 2.751 0.977 1.711
H 1.947 -0.856 2.943
H 4.390 -0.552 2.797
H 4.487 -1.512 1.353
H 5.247 -2.666 3.491
H 4.117 -3.579 2.513
H 3.497 -3.736 4.895
H 2.258 -2.995 3.859
H 4.084 -1.110 5.173
H 3.049 0.496 6.424
H 1.452 0.250 6.977
H 1.032 -2.868 5.415
H 0.288 -1.663 6.391

The energy above the lowest of the compared OMol25 structures with the same formula, charge and spin comes out at 20.03 kJ/mol. As for the net charge: +1. For the maximum force, the calculation gives 0.854 eV/Å. For the total energy, the calculation gives -102838.9070 eV. For the molecular weight, the calculation gives 1113.564 g/mol. The orbital gap is 7.04 eV. Its spin multiplicity is 1. For the HOMO energy, the calculation gives -9.60 eV.

***

The following is a quantum chemistry calculation of a molecular structure, C9H6ClNO4ReS, from the OMol25 dataset.

Element x y z (Å)
Re -0.451 -1.766 0.320
O 3.359 0.965 -0.298
C 2.244 0.265 -0.182
O 2.195 -0.920 0.051
C 1.009 1.083 -0.376
C 1.029 2.432 -0.677
C -0.178 3.101 -0.840
C -1.360 2.396 -0.694
C -1.286 1.050 -0.387
N -0.132 0.400 -0.231
C -2.521 0.208 -0.209
O -3.624 0.632 -0.328
O -2.230 -1.076 0.087
H 4.120 0.379 -0.165
H 1.976 2.940 -0.783
H -0.190 4.155 -1.082
H -2.334 2.851 -0.806
Cl 0.998 -3.589 -0.381
C -0.686 -3.842 0.364
H -0.557 -4.448 1.253
H -1.289 -4.334 -0.395
S 0.070 -1.348 3.635
C -0.160 -1.533 2.124

The energy above the lowest of the compared OMol25 structures with the same formula, charge and spin comes out at 34.43 kJ/mol. As for the net charge: +1. For the maximum force, the calculation gives 0.207 eV/Å. For the total energy, the calculation gives -44590.8237 eV. For the molecular weight, the calculation gives 445.877 g/mol. The orbital gap (spin up / spin down) is 8.05 / 6.46 eV. Its spin multiplicity is 3. For the HOMO energy (spin up / spin down), the calculation gives -12.59 / -12.41 eV.

***

What did the fifth record say?
The following is a quantum chemistry calculation of a molecular structure, C9H6ClNO4ReS, from the OMol25 dataset.

Element x y z (Å)
Re -0.451 -1.766 0.320
O 3.359 0.965 -0.298
C 2.244 0.265 -0.182
O 2.195 -0.920 0.051
C 1.009 1.083 -0.376
C 1.029 2.432 -0.677
C -0.178 3.101 -0.840
C -1.360 2.396 -0.694
C -1.286 1.050 -0.387
N -0.132 0.400 -0.231
C -2.521 0.208 -0.209
O -3.624 0.632 -0.328
O -2.230 -1.076 0.087
H 4.120 0.379 -0.165
H 1.976 2.940 -0.783
H -0.190 4.155 -1.082
H -2.334 2.851 -0.806
Cl 0.998 -3.589 -0.381
C -0.686 -3.842 0.364
H -0.557 -4.448 1.253
H -1.289 -4.334 -0.395
S 0.070 -1.348 3.635
C -0.160 -1.533 2.124

The energy above the lowest of the compared OMol25 structures with the same formula, charge and spin comes out at 34.43 kJ/mol. As for the net charge: +1. For the maximum force, the calculation gives 0.207 eV/Å. For the total energy, the calculation gives -44590.8237 eV. For the molecular weight, the calculation gives 445.877 g/mol. The orbital gap (spin up / spin down) is 8.05 / 6.46 eV. Its spin multiplicity is 3. For the HOMO energy (spin up / spin down), the calculation gives -12.59 / -12.41 eV.